(1)
A structure of composition C3HKLiO2, computed with wB97M-V/def2-TZVPD.

Last column: Mulliken charge in e.
Positions of all 8 atoms, in Å:
C -0.57572 -1.63348 -1.62298  0.080
C 0.63691 1.82940 0.33580  -0.864
O -0.48038 -2.11521 -2.77733  -0.528
O -0.29137 -0.32868 -1.51303  -0.511
C 0.30314 0.60466 0.49397  -0.228
Li -0.60246 0.97012 2.47441  0.483
H 1.37207 2.51326 0.75468  0.318
K -0.36218 -1.84007 1.85448  0.250

Computed properties:
HOMO energy (alpha / beta) in eV: -3.33 / -1.56
Energy relative to the best compared isomer or geometry (same formula, charge and spin) in kcal per mole: 35.35
Charge: -1
Calculated total energy in eV: -23746.8539
LUMO (alpha / beta) in eV: 2.294 / 1.972



(2)
An isolated molecule of C24H27N3O4, computed with wB97M-V/def2-TZVPD.

Last column: Mulliken charge in e.
Positions of all 58 atoms, in Å:
C -6.36336 -2.06309 0.28793  -0.898
O -6.19576 -0.73257 -0.13701  -0.443
C -4.97384 -0.16033 0.00748  0.630
C -3.86511 -0.76573 0.54655  -0.464
C -2.64205 -0.07978 0.64788  0.218
C -1.46742 -0.66505 1.19545  -0.080
C -0.29013 0.00452 1.26734  0.793
C 0.97782 -0.63331 1.78418  -2.442
N 1.71532 -1.30631 0.73071  0.516
C 2.83422 -0.79510 0.10782  0.320
O 3.51665 -1.48227 -0.62792  -0.679
N 3.10351 0.52008 0.39143  0.217
C 4.23448 1.23504 0.00113  0.491
C 5.42655 0.63317 -0.39284  -0.318
C 6.51715 1.41651 -0.72314  -0.678
C 6.44420 2.79739 -0.66171  -0.435
C 5.26088 3.39870 -0.26435  -0.596
C 4.16459 2.62742 0.06540  -0.481
C 1.22312 -2.61684 0.32961  -0.161
C 2.23915 -3.76972 0.51706  -1.107
C 2.39708 -4.40650 -0.86459  -0.540
C 1.06592 -4.12158 -1.55377  -0.747
C 0.79134 -2.67840 -1.14707  -0.718
C -0.21183 1.38071 0.80772  0.516
O 0.79071 2.08655 0.86379  -0.852
N -1.37382 1.90321 0.29866  0.004
C -2.56592 1.24334 0.18959  -1.171
C -3.69029 1.86755 -0.35822  -0.351
C -4.88600 1.18714 -0.45574  0.964
O -6.02964 1.68977 -0.96662  -0.446
C -6.03153 3.01038 -1.45396  -0.920
H -7.40173 -2.30986 0.07429  0.233
H -6.17983 -2.16818 1.36220  0.349
H -5.70816 -2.74625 -0.26218  0.359
H -3.90536 -1.78238 0.90231  0.494
H -1.53765 -1.67900 1.56426  0.476
H 0.72520 -1.37456 2.55040  0.558
H 1.61081 0.12596 2.24712  0.641
H 2.33189 1.12172 0.67486  0.154
H 5.48810 -0.44037 -0.45062  0.412
H 7.43651 0.93886 -1.03026  0.364
H 7.30142 3.40133 -0.92091  0.378
H 5.19212 4.47608 -0.21168  0.362
H 3.23962 3.09222 0.37551  0.419
H 0.35220 -2.81488 0.95779  0.451
H 3.18719 -3.39423 0.89271  0.261
H 1.84684 -4.49378 1.23325  0.380
H 3.19448 -3.89460 -1.40085  0.186
H 2.62744 -5.46959 -0.80854  0.442
H 1.11637 -4.24681 -2.63415  0.420
H 0.28663 -4.78051 -1.16301  0.271
H 1.42576 -2.01316 -1.73041  0.258
H -0.24923 -2.37932 -1.27979  0.369
H -1.31732 2.86444 -0.01835  0.246
H -3.60129 2.88593 -0.70166  0.430
H -5.79634 3.73033 -0.66366  0.354
H -5.32665 3.13354 -2.28226  0.355
H -7.04349 3.18812 -1.81306  0.236

Computed properties:
HOMO energy in eV: -7.67
Energy relative to the best compared isomer or geometry (same formula, charge and spin) in kcal per mole: 16.07
SMILES string: COc1cc2cc(CN(C(=O)Nc3ccccc3)C3CCCC3)c(=O)[nH]c2cc1OC
Calculated total energy in eV: -37987.8059
LUMO in eV: 0.065



(3)
The ion C5H13N2S with charge -1, computed with wB97M-V/def2-TZVPD.

Last column: Mulliken charge in e.
Positions of all 21 atoms, in Å:
N 1.94783 -0.38159 -2.07652  -0.572
C 2.12230 -1.21365 -0.87995  -0.607
C 1.58812 -0.49460 0.36558  -0.539
N 0.16066 -0.74128 0.50261  -0.420
C -0.57760 0.18395 1.36837  -0.412
C -2.04540 0.28261 0.94860  -0.810
C -2.29345 1.43697 -0.02139  -0.658
S -2.07332 3.11137 0.71558  -0.700
H 0.97120 -0.34400 -2.32920  0.206
H 2.51060 -0.70568 -2.84898  0.186
H 1.52237 -2.12173 -0.94020  0.299
H 3.17000 -1.44314 -0.74404  0.463
H 1.83159 0.56250 0.31675  0.392
H 2.08196 -0.94546 1.23745  0.293
H -0.27887 -0.71597 -0.41069  0.206
H -0.17617 1.17801 1.32951  0.343
H -0.52206 -0.17034 2.40354  0.240
H -2.63450 0.41106 1.85702  0.318
H -2.38154 -0.64045 0.44961  0.346
H -3.32291 1.42914 -0.37967  0.277
H -1.60083 1.32226 -0.86401  0.151

Computed properties:
HOMO energy in eV: -2.25
Energy relative to the best compared isomer or geometry (same formula, charge and spin) in kcal per mole: 14.87
SMILES string: NCCNCCC[S-]
Charge: -1
Calculated total energy in eV: -19211.6338
LUMO in eV: 3.319



(4)
A structure of composition C15H27FeN4O, computed with wB97M-V/def2-TZVPD.

Last column: Mulliken charge in e.
Positions of all 48 atoms, in Å:
Fe -0.00311 0.03106 -0.31729  0.329
C -1.29370 0.83343 2.04294  -0.628
C -2.36078 0.14588 1.21290  -0.758
N -1.99806 0.32157 -0.22199  -0.135
C -2.38306 1.66750 -0.75878  -1.087
C -1.16258 2.50386 -1.04168  0.836
C -1.18985 3.77789 -1.57145  -1.051
C 0.01747 4.41656 -1.82435  -0.327
C 1.21796 3.77250 -1.55344  -1.054
C 1.17709 2.49845 -1.02444  0.842
C 2.38937 1.65511 -0.72665  -1.094
N 1.98987 0.31481 -0.18697  -0.180
C 2.32658 0.14642 1.25515  -0.806
C 1.24463 0.83667 2.06332  -0.633
N -0.02010 0.22124 1.60486  -0.056
N 0.00389 1.90077 -0.77134  0.568
H -1.46596 0.68691 3.11031  0.528
H -1.24275 1.90676 1.85221  0.347
H -3.36590 0.51262 1.42068  0.487
H -2.34122 -0.92562 1.41977  0.309
H -2.48349 -0.38897 -0.76304  0.394
H -3.03981 2.17257 -0.04829  0.423
H -2.95595 1.53812 -1.67765  0.541
H -2.13373 4.25814 -1.79012  0.541
H 0.02279 5.41321 -2.24437  0.463
H 2.16708 4.24837 -1.75807  0.541
H 3.04477 2.15892 -0.01404  0.426
H 2.96782 1.51642 -1.64071  0.539
H 2.48139 -0.40249 -0.71359  0.410
H 3.32771 0.51454 1.47915  0.493
H 2.30426 -0.92431 1.46615  0.363
H 1.19626 1.90908 1.86687  0.341
H 1.39808 0.69502 3.13422  0.528
H -0.02151 -0.75315 1.91573  0.401
C 1.36531 -3.58836 -0.89708  -1.550
C 0.00886 -3.14234 -0.37311  1.170
C -1.11761 -3.61265 -1.27816  -1.578
C -0.20616 -3.60261 1.06282  -1.452
O 0.00390 -1.70547 -0.39179  -0.984
H 1.41039 -4.67603 -0.94763  0.465
H 2.16826 -3.25551 -0.23570  0.349
H 1.53555 -3.19821 -1.90137  0.393
H -1.12782 -4.70110 -1.33045  0.460
H -0.98599 -3.22477 -2.28848  0.389
H -2.08736 -3.29133 -0.89241  0.371
H -0.22460 -4.69082 1.12033  0.487
H -1.16065 -3.23774 1.44825  0.316
H 0.60245 -3.25296 1.70879  0.324

Computed properties:
HOMO energy (alpha / beta) in eV: -16.06 / -15.77
Multiplicity: 2
Energy relative to the best compared isomer or geometry (same formula, charge and spin) in kcal per mole: 4.65
Charge: +2
Calculated total energy in eV: -58374.6294
LUMO (alpha / beta) in eV: -6.873 / -7.229



(5)
A cluster of 2 separate species, C7H11PSi in total, computed with wB97M-V/def2-TZVPD.

Last column: Mulliken charge in e.
Positions of all 20 atoms, in Å:
C -2.65776 -1.23508 -0.64066  -0.567
C -1.92066 -0.39521 -1.41340  -0.293
C -2.49490 -1.11255 0.76972  -0.304
C -0.87689 0.40587 -0.89002  -0.205
C -1.49428 -0.36244 1.30015  -0.678
C -0.53651 0.34570 0.46305  0.424
C 2.18351 2.03462 -0.02012  -1.026
Si 1.11608 0.84856 1.07153  0.329
P 2.44168 -1.28733 -0.69082  -0.175
H -3.39249 -1.85980 -1.07922  0.414
H -2.07421 -0.40569 -2.50759  0.308
H -3.12425 -1.61157 1.51017  0.325
H -0.09054 0.83633 -1.52595  0.266
H -1.42140 -0.15681 2.33741  0.341
H 2.48108 1.48588 -0.88355  0.309
H 1.53045 2.87571 -0.43329  0.295
H 3.04143 2.54158 0.40061  0.345
H 1.06195 0.91989 2.50153  -0.132
H 2.35682 -2.30391 0.21694  -0.010
H 3.87090 -1.56378 -0.48651  0.033

Computed properties:
HOMO energy in eV: -7.45
Energy relative to the best compared isomer or geometry (same formula, charge and spin) in kcal per mole: 62.22
Calculated total energy in eV: -24600.9020
LUMO in eV: -0.606



(6)
A cluster of 14 separate species, C16H29Cl26O4 in total, computed with wB97M-V/def2-TZVPD.

Last column: Mulliken charge in e.
Positions of all 75 atoms, in Å:
O -2.64720 -4.51414 0.76948  -0.756
C -2.46122 -3.51260 0.02782  0.333
O -2.59928 -2.32072 0.28748  -0.616
C -1.96113 -3.81455 -1.40343  0.835
C -0.74469 -4.63426 -1.32823  0.137
O -0.58387 -5.73792 -1.82599  -0.605
O 0.25203 -4.02971 -0.59159  -0.369
H -2.68465 -4.28358 -2.04105  0.279
H -1.69016 -2.85245 -1.83029  -0.545
H 0.33422 -4.57957 0.20051  0.285
C -2.57007 0.78812 1.36198  -0.330
Cl -0.86054 0.98421 0.97122  -0.006
Cl -3.06581 1.89528 2.66997  -0.164
H -3.15256 1.00756 0.47650  0.228
H -2.72772 -0.23732 1.67439  0.322
C -4.58504 5.45248 3.13505  0.505
Cl -5.50869 5.33950 4.64291  -0.182
Cl -5.55454 6.12687 1.81554  -0.182
H -3.73093 6.10424 3.28676  -0.066
H -4.25916 4.45802 2.85082  -0.074
C 2.04848 0.19339 -0.70039  -0.537
Cl 1.18496 -1.33913 -0.77775  0.007
Cl 2.53596 0.60082 0.95280  -0.140
H 2.94068 0.12042 -1.31158  0.402
H 1.40444 0.98602 -1.06635  0.270
C 0.65021 3.23712 3.47768  0.688
Cl 0.62487 2.24825 4.94276  -0.186
Cl 0.42703 4.95690 3.83607  -0.152
H 1.60846 3.10717 2.98826  -0.086
H -0.15324 2.91393 2.82714  -0.326
C -1.50615 6.44094 0.70866  -0.064
Cl -1.24144 4.69995 0.59053  -0.022
Cl -1.71430 6.97337 2.38554  -0.150
H -0.65543 6.95788 0.28349  -0.166
H -2.41145 6.68596 0.16567  0.382
C -1.41057 0.06472 -3.16695  0.424
Cl -2.24178 1.54562 -2.66470  -0.174
Cl -2.55211 -1.25456 -3.44024  -0.142
H -0.87116 0.24964 -4.08816  0.352
H -0.72864 -0.22175 -2.37386  -0.459
C -2.99744 -8.23009 -2.12717  -0.017
Cl -3.40046 -9.21381 -3.55285  -0.197
Cl -3.69388 -6.62220 -2.20811  -0.107
H -3.38013 -8.73116 -1.24668  0.322
H -1.92034 -8.12991 -2.07012  0.003
C 5.69689 2.76248 1.39292  -0.414
Cl 4.87825 2.82136 -0.17034  -0.157
Cl 4.66362 3.39107 2.68608  -0.108
H 5.94350 1.73114 1.61462  0.326
H 6.59251 3.36426 1.34044  0.345
C 7.07684 3.08668 5.28828  -0.193
Cl 8.17476 2.52033 6.55144  -0.166
Cl 7.94498 3.53037 3.81129  -0.156
H 6.37768 2.29475 5.05150  0.236
H 6.54947 3.95998 5.65042  0.284
C -1.56176 10.91040 1.80950  -0.332
Cl -3.15847 11.02109 1.05785  -0.161
Cl -0.52706 9.73685 0.99539  -0.051
H -1.08779 11.88266 1.75979  0.318
H -1.68694 10.60043 2.84023  0.241
C -0.00830 -9.81716 -4.81456  0.070
Cl -0.04037 -9.97215 -3.05518  -0.165
Cl 1.63801 -9.89970 -5.45714  -0.169
H -0.58145 -10.63375 -5.23377  -0.053
H -0.44343 -8.86312 -5.08592  0.318
C 2.83576 6.95269 0.15935  -0.167
Cl 1.96201 6.76830 1.68081  -0.050
Cl 1.80890 7.63375 -1.11574  -0.167
H 3.67557 7.61890 0.31466  0.301
H 3.17954 5.97711 -0.16001  0.112
C -0.39531 -13.89412 -5.15860  -0.186
Cl 1.24912 -14.35773 -5.60659  -0.148
Cl -1.15409 -12.87432 -6.38912  -0.166
H -0.98946 -14.79172 -5.04319  0.296
H -0.35852 -13.33979 -4.22794  0.206

Computed properties:
HOMO energy in eV: -5.17
Charge: -1
Calculated total energy in eV: -350838.3583
LUMO in eV: 1.518